DFT (ωB97M-V with the def2-TZVPD basis set) results for an isolated ion of composition C4H9FN3 and charge +1 at a distorted geometry.

Calculated values
Molecular weight   118.1 g mol⁻¹
Net charge   +1
Maximum force   4.829 eV/Å
HOMO-LUMO gap   9.26 eV
HOMO energy   -13.23 eV
Energy relative to the best compared isomer or geometry (same formula, charge and spin)   374.5 kJ/mol
Spin multiplicity   1

```
17
Properties=species:S:1:pos:R:3:forces:R:3:mulliken_charge:R:1
C -1.932413 -0.054030 -2.428394 -3.3 -0.6 -1.4 -0.751
N -1.211367 0.264814 -1.334053 2.7 1.8 3.6 -0.085
N -0.118875 -0.262018 -1.029193 -0.8 -1.4 -2.9 -0.401
C 0.596311 0.349569 -0.029464 -0.5 3.2 3.3 -0.082
N 1.774588 -0.419436 0.624484 0.5 2.8 -0.3 -0.128
C 1.079117 -0.630258 1.903920 -3.0 1.3 0.2 -0.695
C -0.063314 0.404158 1.570846 1.6 0.1 -3.4 0.186
F 0.182366 1.645256 2.030965 0.3 0.4 0.7 -0.263
H -1.569072 -0.653388 -3.219034 0.8 -1.0 -0.5 0.416
H -2.410508 0.823965 -2.868871 0.8 0.7 0.0 0.314
H -2.928220 -0.392864 -2.059296 0.6 -0.7 0.1 0.298
H 1.092689 1.372649 -0.337276 -1.5 -1.8 0.4 0.318
H 2.427705 0.392287 0.744306 0.1 -1.4 -0.2 0.416
H 2.173769 -1.139502 0.045557 0.4 -0.8 0.1 0.327
H 1.439888 -0.358845 2.878469 1.4 -0.3 0.0 0.364
H 0.601603 -1.561328 1.846503 -0.3 -1.6 0.4 0.337
H -1.134267 0.218970 1.660531 0.3 -0.6 0.0 0.430
```
Forces are in eV/Å.